Record 1
Entry from the Open Molecules 2025 dataset: a structure of composition C36H41N4OP2S3Yb (the ωB97M-V functional and the def2-TZVPD basis).

CARTESIAN COORDINATES (ANGSTROEM)
Yb -0.29 1.42 -0.50
N -2.69 1.93 0.01
N -3.58 2.06 -1.14
C -3.24 1.77 -2.40
N -4.28 1.88 -3.29
S -1.68 1.48 -2.91
H -2.99 1.20 0.66
H -2.51 2.87 0.41
H -4.45 2.66 -1.05
H -5.16 1.79 -2.77
H -4.17 1.57 -4.22
C 1.36 -2.11 -0.34
C 0.00 -2.53 -0.87
P -1.30 -1.38 -0.29
C -1.77 -1.84 1.42
C -1.87 -0.87 2.40
C -2.21 -1.27 3.66
C -2.45 -2.61 3.92
C -2.48 -3.58 2.89
C -2.17 -3.16 1.63
C -2.75 -1.82 -1.34
C -2.68 -2.11 -2.71
C -3.80 -2.34 -3.50
C -5.03 -2.14 -2.85
C -5.18 -1.80 -1.52
C -4.01 -1.73 -0.75
P 1.51 -0.60 0.75
C 3.20 -0.02 0.28
C 4.16 -0.80 -0.29
C 5.38 -0.17 -0.52
C 5.64 1.16 -0.21
C 4.62 1.92 0.36
C 3.40 1.30 0.59
C 1.77 -1.25 2.44
C 2.54 -0.53 3.39
C 3.01 -1.11 4.59
C 2.55 -2.37 4.97
C 1.71 -3.07 4.09
C 1.31 -2.46 2.88
H 1.99 -1.78 -1.23
H 1.87 -2.89 0.18
H -0.21 -3.57 -0.54
H -0.18 -2.49 -1.97
H -1.61 0.12 2.10
H -2.34 -0.74 4.56
H -2.69 -2.88 4.95
H -2.85 -4.50 3.13
H -2.43 -3.84 0.81
H -1.71 -2.18 -3.22
H -3.80 -2.73 -4.49
H -5.97 -2.35 -3.36
H -6.18 -1.74 -1.10
H -3.98 -1.57 0.34
H 3.89 -1.79 -0.49
H 6.14 -0.67 -1.03
H 6.59 1.58 -0.48
H 4.75 2.95 0.57
H 2.61 1.79 1.04
H 2.96 0.42 3.10
H 3.50 -0.52 5.34
H 2.81 -2.66 6.04
H 1.33 -4.08 4.27
H 0.53 -3.00 2.42
S -0.11 4.11 -0.33
C -0.25 3.75 1.33
C -0.56 4.66 2.37
C -0.46 4.21 3.68
C 0.00 2.89 3.96
C 0.26 2.07 2.94
N 0.14 2.48 1.63
H -0.93 5.62 2.08
H -0.83 4.81 4.46
H 0.04 2.47 4.96
H 0.52 1.06 3.17
O 1.44 0.94 -1.84
S 2.61 1.57 -2.64
C 1.75 2.82 -3.78
C 1.55 2.06 -5.16
C 1.74 0.57 -4.93
C 2.92 0.34 -3.94
H 2.35 3.69 -3.96
H 0.84 3.13 -3.22
H 2.37 2.38 -5.78
H 0.54 2.28 -5.61
H 2.00 -0.07 -5.82
H 0.77 0.07 -4.57
H 3.85 0.50 -4.42
H 3.00 -0.59 -3.42

Its total charge is +2. As for the spin multiplicity: 2. Its expectation value of S² is 0.75. For the largest force on an atom, the calculation gives 3.840 eV Å⁻¹. Its LUMO energy (alpha / beta) is -4.8 / -5.3 eV. The value obtained for the HOMO energy (alpha / beta) is -13.0 / -13.0 eV.

Löwdin population analysis, charges in e, atoms 1 to 5: number 1, Yb, carries 1.17; number 2, N, carries -0.03; number 3, N, carries -0.05; number 4, C, carries -0.85; number 5, N, carries 0.14

Record 2
Entry from the Open Molecules 2025 dataset: a cluster of 5 separate species, C36H42BIO16 in total (the ωB97M-V functional and the def2-TZVPD basis).

CARTESIAN COORDINATES (ANGSTROEM)
C 3.14 4.21 1.26
C 2.04 3.17 1.37
C 2.48 1.77 0.93
C 1.74 0.64 1.64
C 0.25 0.66 1.37
C -0.54 -0.37 2.18
C -1.82 0.16 2.83
C -2.67 0.93 1.82
B -2.77 2.49 1.87
I -1.95 3.65 3.48
C -3.38 3.23 0.63
C -2.16 3.43 -0.31
C -4.10 4.56 0.87
C -5.31 4.45 1.80
H 2.72 5.21 1.27
H 3.70 4.09 0.34
H 3.82 4.15 2.11
H 1.20 3.49 0.75
H 1.65 3.12 2.38
H 3.55 1.67 1.10
H 2.30 1.66 -0.14
H 1.92 0.69 2.71
H 2.16 -0.31 1.28
H -0.10 1.67 1.62
H 0.06 0.54 0.30
H -0.82 -1.20 1.53
H 0.10 -0.79 2.95
H -2.37 -0.72 3.18
H -1.59 0.75 3.72
H -2.35 0.69 0.81
H -3.71 0.57 1.87
H -4.07 2.54 0.15
H -2.22 2.78 -1.18
H -1.20 3.21 0.17
H -2.13 4.45 -0.67
H -4.45 4.92 -0.10
H -3.39 5.29 1.25
H -6.04 5.22 1.56
H -5.79 3.48 1.70
H -5.03 4.60 2.84
C 3.26 -2.39 -2.44
C 4.18 -3.36 -2.45
C 4.15 -4.50 -1.46
O 5.03 -5.34 -1.56
C 3.11 -4.53 -0.45
C 2.19 -3.55 -0.44
C 2.20 -2.43 -1.44
O 1.31 -1.60 -1.36
O 1.21 -3.48 0.44
O 5.18 -3.42 -3.31
H 3.26 -1.57 -3.14
H 3.11 -5.34 0.25
H 0.71 -2.67 0.24
H 5.68 -4.22 -3.09
C -2.54 -3.86 -2.14
C -1.71 -2.83 -1.95
C -2.22 -1.46 -1.58
O -1.39 -0.59 -1.42
C -3.64 -1.27 -1.42
C -4.48 -2.30 -1.61
C -3.97 -3.67 -1.98
O -4.80 -4.54 -2.12
O -5.79 -2.22 -1.49
O -0.39 -2.90 -2.05
H -2.19 -4.85 -2.41
H -3.98 -0.27 -1.16
H -6.14 -3.11 -1.67
H -0.04 -2.01 -1.85
C 5.68 -8.54 -0.86
C 6.60 -9.51 -0.87
C 6.57 -10.65 0.12
O 7.44 -11.49 0.03
C 5.52 -10.67 1.13
C 4.60 -9.70 1.13
C 4.62 -8.58 0.13
O 3.72 -7.75 0.20
O 3.60 -9.64 2.00
O 7.60 -9.57 -1.73
H 5.68 -7.72 -1.56
H 5.51 -11.49 1.84
H 3.09 -8.84 1.76
H 8.10 -10.38 -1.50
C -1.72 8.35 -0.51
C -2.14 9.50 0.03
C -3.49 10.08 -0.28
O -3.78 11.13 0.27
C -4.36 9.38 -1.21
C -3.93 8.23 -1.76
C -2.58 7.64 -1.43
O -2.31 6.58 -1.96
O -4.64 7.52 -2.61
O -1.43 10.21 0.88
H -0.75 7.91 -0.28
H -5.32 9.81 -1.44
H -4.10 6.74 -2.83
H -1.98 10.99 1.12

Its SMILES is CCCCCCCCB(I)[C@H](C)CC.O=C1C=C(O)C(=O)C=C1O.O=C1C=C(O)C(=O)C=C1O.O=C1C=C(O)C(=O)C=C1O.O=C1C=C(O)C(=O)C=C1O. For the largest force on an atom, the calculation gives 2.127 eV Å⁻¹. Its LUMO energy is -1.8 eV. The value obtained for the HOMO energy is -9.3 eV.

Löwdin population analysis, charges in e, atoms 1 to 5: number 1, C, carries -0.11; number 2, C, carries -0.27; number 3, C, carries -0.22; number 4, C, carries -0.21; number 5, C, carries -0.21

- The highest largest force on an atom belongs to which entry?
  C36H41N4OP2S3Yb

- The lowest largest force on an atom belongs to which entry?
  C36H42BIO16

Repeat the first record exactly.
Entry from the Open Molecules 2025 dataset: a structure of composition C36H41N4OP2S3Yb (the ωB97M-V functional and the def2-TZVPD basis).

CARTESIAN COORDINATES (ANGSTROEM)
Yb -0.29 1.42 -0.50
N -2.69 1.93 0.01
N -3.58 2.06 -1.14
C -3.24 1.77 -2.40
N -4.28 1.88 -3.29
S -1.68 1.48 -2.91
H -2.99 1.20 0.66
H -2.51 2.87 0.41
H -4.45 2.66 -1.05
H -5.16 1.79 -2.77
H -4.17 1.57 -4.22
C 1.36 -2.11 -0.34
C 0.00 -2.53 -0.87
P -1.30 -1.38 -0.29
C -1.77 -1.84 1.42
C -1.87 -0.87 2.40
C -2.21 -1.27 3.66
C -2.45 -2.61 3.92
C -2.48 -3.58 2.89
C -2.17 -3.16 1.63
C -2.75 -1.82 -1.34
C -2.68 -2.11 -2.71
C -3.80 -2.34 -3.50
C -5.03 -2.14 -2.85
C -5.18 -1.80 -1.52
C -4.01 -1.73 -0.75
P 1.51 -0.60 0.75
C 3.20 -0.02 0.28
C 4.16 -0.80 -0.29
C 5.38 -0.17 -0.52
C 5.64 1.16 -0.21
C 4.62 1.92 0.36
C 3.40 1.30 0.59
C 1.77 -1.25 2.44
C 2.54 -0.53 3.39
C 3.01 -1.11 4.59
C 2.55 -2.37 4.97
C 1.71 -3.07 4.09
C 1.31 -2.46 2.88
H 1.99 -1.78 -1.23
H 1.87 -2.89 0.18
H -0.21 -3.57 -0.54
H -0.18 -2.49 -1.97
H -1.61 0.12 2.10
H -2.34 -0.74 4.56
H -2.69 -2.88 4.95
H -2.85 -4.50 3.13
H -2.43 -3.84 0.81
H -1.71 -2.18 -3.22
H -3.80 -2.73 -4.49
H -5.97 -2.35 -3.36
H -6.18 -1.74 -1.10
H -3.98 -1.57 0.34
H 3.89 -1.79 -0.49
H 6.14 -0.67 -1.03
H 6.59 1.58 -0.48
H 4.75 2.95 0.57
H 2.61 1.79 1.04
H 2.96 0.42 3.10
H 3.50 -0.52 5.34
H 2.81 -2.66 6.04
H 1.33 -4.08 4.27
H 0.53 -3.00 2.42
S -0.11 4.11 -0.33
C -0.25 3.75 1.33
C -0.56 4.66 2.37
C -0.46 4.21 3.68
C 0.00 2.89 3.96
C 0.26 2.07 2.94
N 0.14 2.48 1.63
H -0.93 5.62 2.08
H -0.83 4.81 4.46
H 0.04 2.47 4.96
H 0.52 1.06 3.17
O 1.44 0.94 -1.84
S 2.61 1.57 -2.64
C 1.75 2.82 -3.78
C 1.55 2.06 -5.16
C 1.74 0.57 -4.93
C 2.92 0.34 -3.94
H 2.35 3.69 -3.96
H 0.84 3.13 -3.22
H 2.37 2.38 -5.78
H 0.54 2.28 -5.61
H 2.00 -0.07 -5.82
H 0.77 0.07 -4.57
H 3.85 0.50 -4.42
H 3.00 -0.59 -3.42

Its total charge is +2. As for the spin multiplicity: 2. Its expectation value of S² is 0.75. For the largest force on an atom, the calculation gives 3.840 eV Å⁻¹. Its LUMO energy (alpha / beta) is -4.8 / -5.3 eV. The value obtained for the HOMO energy (alpha / beta) is -13.0 / -13.0 eV.

Löwdin population analysis, charges in e, atoms 1 to 5: number 1, Yb, carries 1.17; number 2, N, carries -0.03; number 3, N, carries -0.05; number 4, C, carries -0.85; number 5, N, carries 0.14

What did the second record say?
Entry from the Open Molecules 2025 dataset: a cluster of 5 separate species, C36H42BIO16 in total (the ωB97M-V functional and the def2-TZVPD basis).

CARTESIAN COORDINATES (ANGSTROEM)
C 3.14 4.21 1.26
C 2.04 3.17 1.37
C 2.48 1.77 0.93
C 1.74 0.64 1.64
C 0.25 0.66 1.37
C -0.54 -0.37 2.18
C -1.82 0.16 2.83
C -2.67 0.93 1.82
B -2.77 2.49 1.87
I -1.95 3.65 3.48
C -3.38 3.23 0.63
C -2.16 3.43 -0.31
C -4.10 4.56 0.87
C -5.31 4.45 1.80
H 2.72 5.21 1.27
H 3.70 4.09 0.34
H 3.82 4.15 2.11
H 1.20 3.49 0.75
H 1.65 3.12 2.38
H 3.55 1.67 1.10
H 2.30 1.66 -0.14
H 1.92 0.69 2.71
H 2.16 -0.31 1.28
H -0.10 1.67 1.62
H 0.06 0.54 0.30
H -0.82 -1.20 1.53
H 0.10 -0.79 2.95
H -2.37 -0.72 3.18
H -1.59 0.75 3.72
H -2.35 0.69 0.81
H -3.71 0.57 1.87
H -4.07 2.54 0.15
H -2.22 2.78 -1.18
H -1.20 3.21 0.17
H -2.13 4.45 -0.67
H -4.45 4.92 -0.10
H -3.39 5.29 1.25
H -6.04 5.22 1.56
H -5.79 3.48 1.70
H -5.03 4.60 2.84
C 3.26 -2.39 -2.44
C 4.18 -3.36 -2.45
C 4.15 -4.50 -1.46
O 5.03 -5.34 -1.56
C 3.11 -4.53 -0.45
C 2.19 -3.55 -0.44
C 2.20 -2.43 -1.44
O 1.31 -1.60 -1.36
O 1.21 -3.48 0.44
O 5.18 -3.42 -3.31
H 3.26 -1.57 -3.14
H 3.11 -5.34 0.25
H 0.71 -2.67 0.24
H 5.68 -4.22 -3.09
C -2.54 -3.86 -2.14
C -1.71 -2.83 -1.95
C -2.22 -1.46 -1.58
O -1.39 -0.59 -1.42
C -3.64 -1.27 -1.42
C -4.48 -2.30 -1.61
C -3.97 -3.67 -1.98
O -4.80 -4.54 -2.12
O -5.79 -2.22 -1.49
O -0.39 -2.90 -2.05
H -2.19 -4.85 -2.41
H -3.98 -0.27 -1.16
H -6.14 -3.11 -1.67
H -0.04 -2.01 -1.85
C 5.68 -8.54 -0.86
C 6.60 -9.51 -0.87
C 6.57 -10.65 0.12
O 7.44 -11.49 0.03
C 5.52 -10.67 1.13
C 4.60 -9.70 1.13
C 4.62 -8.58 0.13
O 3.72 -7.75 0.20
O 3.60 -9.64 2.00
O 7.60 -9.57 -1.73
H 5.68 -7.72 -1.56
H 5.51 -11.49 1.84
H 3.09 -8.84 1.76
H 8.10 -10.38 -1.50
C -1.72 8.35 -0.51
C -2.14 9.50 0.03
C -3.49 10.08 -0.28
O -3.78 11.13 0.27
C -4.36 9.38 -1.21
C -3.93 8.23 -1.76
C -2.58 7.64 -1.43
O -2.31 6.58 -1.96
O -4.64 7.52 -2.61
O -1.43 10.21 0.88
H -0.75 7.91 -0.28
H -5.32 9.81 -1.44
H -4.10 6.74 -2.83
H -1.98 10.99 1.12

Its SMILES is CCCCCCCCB(I)[C@H](C)CC.O=C1C=C(O)C(=O)C=C1O.O=C1C=C(O)C(=O)C=C1O.O=C1C=C(O)C(=O)C=C1O.O=C1C=C(O)C(=O)C=C1O. For the largest force on an atom, the calculation gives 2.127 eV Å⁻¹. Its LUMO energy is -1.8 eV. The value obtained for the HOMO energy is -9.3 eV.

Löwdin population analysis, charges in e, atoms 1 to 5: number 1, C, carries -0.11; number 2, C, carries -0.27; number 3, C, carries -0.22; number 4, C, carries -0.21; number 5, C, carries -0.21